[1]
8 unconnected molecules or ions with the total composition C16H48O8S8 at a distorted geometry. Source: the OMol25 dataset; level of theory: ωB97M-V with the def2-TZVPD basis set.

Geometry (Å):
C  4.2250  0.9775  -2.0722
S  4.3386  2.0893  -3.4974
O  4.1448  3.4053  -2.8413
C  6.0856  1.7867  -3.8085
H  3.9838  -0.0501  -2.3384
H  3.3683  1.3461  -1.5076
H  5.1112  1.1631  -1.4711
H  6.2978  0.7215  -3.7714
H  6.6604  2.3522  -3.0729
H  6.3405  2.1989  -4.7845
C  3.1771  -1.7677  3.7848
S  1.9502  -1.6996  5.0900
O  2.5980  -1.6313  6.4146
C  1.3856  -0.0328  4.7357
H  4.0689  -1.2347  4.1325
H  2.8170  -1.1487  2.9615
H  3.4942  -2.7370  3.4099
H  1.1760  0.1223  3.6788
H  2.0481  0.6993  5.1937
H  0.4189  0.0512  5.2399
C  -1.0114  -4.5245  2.1989
S  -0.3356  -4.3699  3.8766
O  -1.0863  -5.3712  4.6794
C  1.2492  -5.0964  3.5365
H  -0.1676  -4.4850  1.5042
H  -1.6764  -3.6943  1.9787
H  -1.4690  -5.5076  2.1153
H  1.1808  -6.0980  3.1171
H  1.8788  -5.0661  4.4235
H  1.7469  -4.4308  2.8214
C  -1.3001  5.2059  -0.8108
S  0.3103  4.8203  -0.1012
O  0.1897  3.3815  0.2782
C  1.2678  4.7673  -1.6238
H  -1.1971  5.9381  -1.6093
H  -1.9300  5.5955  -0.0124
H  -1.7362  4.2738  -1.1687
H  1.0980  3.7677  -2.0143
H  2.3173  4.9829  -1.4321
H  0.9841  5.5697  -2.3076
C  0.6951  0.1015  -1.2734
S  1.0736  -0.9935  0.1115
O  2.0811  -0.2945  0.9442
C  -0.4839  -0.7829  0.9613
H  0.8944  1.1207  -0.9319
H  -0.3595  0.0081  -1.5273
H  1.3230  -0.1489  -2.1268
H  -1.3732  -0.7667  0.3338
H  -0.4246  0.0593  1.6515
H  -0.6138  -1.6528  1.6153
C  -4.9406  2.1241  1.5774
S  -3.9026  3.5848  1.8940
O  -4.2153  3.9414  3.3014
C  -2.3035  2.8126  1.8923
H  -5.8809  2.3886  2.0542
H  -4.4200  1.3473  2.1339
H  -5.0670  1.8993  0.5239
H  -2.2472  2.0772  2.6967
H  -1.5722  3.5989  2.0462
H  -2.1403  2.3182  0.9337
C  -0.2411  -3.0086  -3.5222
S  0.0676  -4.7233  -2.9804
O  1.1716  -4.6562  -2.0005
C  -1.3835  -4.8933  -1.9367
H  0.5532  -2.3624  -3.1584
H  -1.2008  -2.7189  -3.0990
H  -0.3230  -2.9332  -4.6060
H  -1.0419  -5.6673  -1.2393
H  -2.1642  -5.4816  -2.4277
H  -1.7258  -4.0250  -1.3836
C  -2.6334  0.2217  -3.3483
S  -3.7958  0.5117  -2.0464
O  -2.9625  0.6029  -0.8127
C  -4.2578  2.1593  -2.5132
H  -2.0927  -0.6992  -3.1284
H  -1.9255  1.0408  -3.4592
H  -3.1416  -0.0494  -4.2775
H  -4.6840  2.2263  -3.5143
H  -3.3946  2.8335  -2.4826
H  -4.9496  2.6093  -1.8012

Properties
ΔE to the lowest compared entry with this formula, charge and spin   19.71 kcal per mole
Net charge   0
Highest occupied orbital energy   -8.2 eV
Frontier orbital gap   8.0 eV

---

[2]
7 unconnected molecules or ions with the total composition C16H49N11O7 at a distorted geometry. Source: the OMol25 dataset; level of theory: ωB97M-V with the def2-TZVPD basis set.

Geometry (Å):
C  -5.8129  0.9019  5.0049
O  -6.6723  0.4995  5.8051
N  -5.9416  0.8256  3.7309
N  -4.6999  1.5449  5.3698
H  -6.7433  0.3674  3.3217
H  -5.1547  1.1528  3.1889
H  -3.9203  1.5298  4.7278
H  -4.4972  1.7883  6.3288
C  3.3232  2.4400  6.3077
O  2.2453  2.7750  6.8280
N  4.4467  2.4709  6.8908
N  3.3475  2.0132  5.0956
H  4.6908  2.9851  7.7251
H  5.1948  2.4021  6.2157
H  2.4957  1.9903  4.5534
H  4.1960  1.5804  4.7597
C  -1.6094  -9.2885  -2.4701
O  -1.1355  -8.1625  -2.5565
N  -2.8257  -9.6262  -2.7178
N  -0.8707  -10.3758  -2.2719
H  -3.0990  -10.5848  -2.5553
H  -3.5647  -8.9540  -2.8666
H  -1.1857  -11.3348  -2.3063
H  0.1130  -10.2776  -2.0651
C  -1.3673  -1.6298  0.2062
O  -1.3493  -0.6887  0.9907
N  -1.4783  -1.6346  -1.0912
N  -1.3168  -2.8483  0.6239
H  -1.6304  -2.5669  -1.4488
H  -1.9035  -0.8691  -1.5944
H  -1.2041  -2.9975  1.6164
H  -1.1100  -3.6448  0.0382
C  4.7827  -5.6494  7.0948
C  3.7567  -5.5668  6.0155
C  2.3238  -5.8076  6.6155
O  1.4119  -6.0760  5.5449
C  0.0242  -6.0466  5.9660
N  3.8629  -4.3251  5.2054
H  4.8631  -6.5732  7.6677
H  4.6446  -4.8622  7.8360
H  5.7817  -5.4445  6.7100
H  3.8208  -6.4401  5.3664
H  1.9443  -5.0986  7.3513
H  2.3444  -6.7988  7.0683
H  -0.3679  -5.1392  6.4253
H  -0.1434  -6.9371  6.5719
H  -0.6791  -6.2523  5.1590
H  3.5972  -3.4317  5.5945
H  3.1644  -4.5409  4.5085
C  -1.0528  1.4235  -7.5251
C  -2.5726  1.6914  -7.5136
C  -3.2036  2.8070  -6.6288
O  -3.0120  2.6257  -5.2263
C  -3.7919  3.5216  -4.4606
N  -3.0128  1.8666  -8.8820
H  -0.6892  0.5621  -8.0853
H  -0.8058  1.1904  -6.4893
H  -0.5077  2.3015  -7.8716
H  -3.1044  0.7936  -7.1988
H  -4.2459  2.9561  -6.9108
H  -2.6144  3.6781  -6.9154
H  -3.6862  3.1459  -3.4428
H  -4.8577  3.5772  -4.6820
H  -3.3310  4.5040  -4.5633
H  -3.9670  2.1978  -8.8736
H  -3.2046  0.8782  -8.9620
C  2.9557  6.9598  -1.6911
C  2.0092  6.5943  -2.8336
C  2.3950  7.1521  -4.1633
O  2.5206  8.5503  -3.9086
C  2.8353  9.2099  -5.0929
N  1.7945  5.1331  -2.8933
H  2.4908  6.7582  -0.7261
H  3.1990  8.0219  -1.7187
H  3.8842  6.3914  -1.6357
H  1.0319  6.9975  -2.5682
H  1.7188  6.8883  -4.9764
H  3.4256  6.8428  -4.3374
H  3.8261  8.8420  -5.3594
H  2.9154  10.2832  -4.9210
H  2.1071  8.9555  -5.8630
H  1.6207  4.8073  -1.9532
H  0.8370  5.0984  -3.2127

Properties
ΔE to the lowest compared entry with this formula, charge and spin   125.87 kcal per mole
SMILES string   COC[C@H](C)N.COC[C@H](C)N.COC[C@H](C)N.NC(N)=O.NC(N)=O.NC(N)=O.NC(N)=O
Net charge   0
Highest occupied orbital energy   -9.2 eV
Frontier orbital gap   9.5 eV

---

[3]
9 unconnected molecules or ions with the total composition C16H52BO16 at a distorted geometry. Source: the OMol25 dataset; level of theory: ωB97M-V with the def2-TZVPD basis set.

Geometry (Å):
B  0.0302  -0.2582  0.1418
H  -0.0041  0.8529  -0.1642
H  -0.8535  -0.4389  0.8373
H  0.0915  -1.0215  -0.7136
H  0.8999  -0.3995  0.8885
C  2.3512  1.1896  -2.6442
C  3.2021  0.3250  -1.6837
O  2.8792  0.5633  -0.3554
O  2.8988  2.5123  -2.6962
H  1.3195  1.1743  -2.2879
H  2.4587  0.8111  -3.6613
H  4.2649  0.3976  -1.9194
H  2.9822  -0.7213  -1.9453
H  1.9610  0.3848  -0.0710
H  3.2020  2.7274  -1.8070
C  -2.2177  -1.7868  -3.4460
C  -1.1261  -0.7175  -3.3559
O  -1.3636  0.2634  -2.3373
O  -2.3324  -2.3548  -4.7496
H  -3.2116  -1.4404  -3.1671
H  -2.0248  -2.5960  -2.7354
H  -1.2013  -0.1041  -4.2566
H  -0.1415  -1.1463  -3.1929
H  -0.7483  0.1089  -1.5843
H  -1.4927  -2.7805  -4.9562
C  2.5628  -1.1526  3.3090
C  1.7197  -2.3723  3.0339
O  2.4839  -3.3702  2.2771
O  1.8443  -0.3166  4.2572
H  2.6673  -0.4946  2.4427
H  3.5772  -1.3129  3.6713
H  0.8512  -2.1078  2.4275
H  1.4243  -2.9274  3.9260
H  1.7788  -3.9668  2.0052
H  1.3208  0.2367  3.6714
C  -2.8833  1.1140  2.5116
C  -3.0511  2.4712  1.8552
O  -3.1539  2.4565  0.4488
O  -2.9192  -0.0054  1.6304
H  -3.6953  0.9228  3.2232
H  -2.0746  1.0832  3.2491
H  -2.2412  3.1512  2.1409
H  -3.9642  2.9520  2.2314
H  -2.7591  3.2428  0.0636
H  -1.9846  -0.0805  1.3161
C  1.4870  2.8118  2.2108
C  1.2140  3.7827  3.3560
O  1.4027  3.1107  4.6393
O  0.4656  1.8100  2.2336
H  2.5008  2.4125  2.3236
H  1.5048  3.3146  1.2405
H  0.1763  4.1170  3.4319
H  1.8144  4.6914  3.3221
H  1.1334  2.2157  4.3968
H  0.5340  1.3721  1.3613
C  0.9227  -3.6635  -1.6932
C  0.8905  -4.1382  -3.1207
O  0.8600  -3.0650  -4.0636
O  2.1882  -3.1806  -1.2542
H  0.7755  -4.5799  -1.0991
H  0.1444  -2.9341  -1.4580
H  0.0164  -4.7864  -3.2183
H  1.7000  -4.8457  -3.3410
H  1.7262  -2.6708  -3.8945
H  2.0714  -2.7202  -0.4161
C  -3.4169  -4.1741  0.6265
C  -2.3348  -3.1829  0.8888
O  -2.2526  -2.3345  -0.2713
O  -4.6911  -3.5683  0.6232
H  -3.4411  -4.9346  1.4195
H  -3.2316  -4.7914  -0.2610
H  -1.3327  -3.5143  1.1779
H  -2.6552  -2.5279  1.7087
H  -1.6692  -1.5943  -0.0149
H  -4.5481  -2.6170  0.5229
C  -0.4015  3.9352  -0.8905
C  0.7743  4.7673  -1.3928
O  1.6675  5.0245  -0.2820
O  -1.2916  4.5719  0.0470
H  -0.0689  3.0670  -0.3194
H  -1.0642  3.5245  -1.6574
H  0.5652  5.7401  -1.8513
H  1.3739  4.2628  -2.1543
H  2.5129  4.7034  -0.6020
H  -1.3505  5.5203  -0.1035

Properties
ΔE to the lowest compared entry with this formula, charge and spin   48.64 kcal per mole
Net charge   -1
Highest occupied orbital energy   -6.7 eV
Frontier orbital gap   9.1 eV